The following is a DFT calculation (the ωB97M-V functional and the def2-TZVPD basis) of a cluster of 11 separate species, C66H162N10O24 in total in a non-equilibrium geometry.

Its spin multiplicity is 1. As for the HOMO energy: -14.176 eV. Its total charge is +8. As for the total energy: -135008.018 eV. The value obtained for the HOMO-LUMO gap is 0.1331 hartree. Its relative energy (zero: lowest compared OMol25 entry of this formula, charge and spin) is 23.81 kJ/mol.

Last column: Mulliken charge in e.
Positions of all 262 atoms, in Å:
H 9.4472 1.2393 -11.2804  0.218
H -1.3884 -3.7505 -2.8738  0.250
H 0.8663 -4.4565 -1.6965  0.394
H -2.7148 -16.6574 -4.3821  0.321
H 8.9314 -1.6412 -1.3757  0.427
H 1.2661 -12.3105 -12.0936  0.440
C -4.9415 -9.5235 -7.1171  -0.551
H 16.0257 -14.9541 -9.3539  0.339
H 17.4008 -12.9357 -7.8300  0.383
H -7.2137 -9.3648 -4.8574  0.278
H 7.4123 -4.4171 -8.8437  0.522
H -0.2874 -5.5344 -16.9478  0.398
H 2.8099 -1.2883 -3.6618  0.288
H -0.2618 -1.8216 -3.9577  0.399
H 5.3067 -0.6381 -8.8187  0.468
O 4.9768 -18.6560 -11.6905  -0.340
O -1.9659 -5.9348 -2.8348  -0.196
N -4.3346 -7.0850 -7.2103  -0.183
C -3.9149 -7.8688 -16.5477  -0.797
C 4.7007 -7.4261 -5.0382  0.476
H 12.1406 -12.4648 -1.1338  0.337
O 0.8377 -19.6366 -14.6872  -0.317
C -3.2478 -5.9384 -2.1468  -0.861
H 0.3942 -3.5634 -0.4398  0.400
H -3.2552 -8.8075 -8.3615  0.408
C 1.7254 -19.1455 -15.6747  -0.546
H 3.0770 -6.9752 -14.9368  0.410
C 2.5723 -8.7770 -16.8279  -0.738
H 10.8287 -12.0306 -2.2540  0.392
H 3.9132 -19.3386 -15.8968  0.376
H -2.3662 -20.3240 -3.9959  0.423
H 18.2311 -14.6505 -5.4185  0.396
C 16.1497 -13.8733 -9.2861  -0.575
H 2.7873 -20.1413 -13.1640  0.362
H 4.9470 -17.1791 -10.3117  0.255
C 3.7382 -8.6044 -6.9337  0.307
C 1.3854 -6.0703 -16.0010  -0.802
C -0.6677 -3.1926 -2.2760  -0.542
C 4.7589 -20.4129 -13.3185  -0.710
H -1.7064 -8.0672 -15.2019  0.424
C 3.1230 -14.4133 -13.3003  -0.813
H -5.8383 -9.5324 -7.7365  0.426
H 4.8130 -21.4913 -13.4672  0.406
O 9.9801 -5.9495 1.6331  -0.421
C -2.7882 -17.7416 -4.4675  -0.885
C -3.8040 -8.5331 -7.4606  -0.679
O 7.5163 1.0178 -10.9385  -0.398
C 5.7486 -8.5619 -4.8732  0.450
H -4.7581 -4.3397 -8.3051  0.474
H -0.4019 -7.1778 -16.6644  0.380
C 0.7620 -13.3530 -6.4290  -0.753
H 1.4554 -5.0236 -15.7049  0.399
H 18.7295 -12.4486 -4.9340  0.308
H 9.4886 -2.6363 -7.6083  0.351
H -6.0587 -3.5297 -5.0804  0.231
H 10.6029 -7.2061 3.1752  0.336
N 11.6942 -10.2847 -1.3798  -0.183
H 2.0691 -20.3743 -2.3338  0.324
H 6.8900 -4.6831 1.8245  0.328
H 2.3841 -9.8053 -17.1366  0.242
H 0.7816 -15.5901 -10.2087  0.235
N 3.4681 -19.6877 -13.7564  -0.088
H -3.3037 -3.7943 -7.4812  0.395
H 11.6494 -5.7678 3.0839  0.318
H -0.7994 -14.6960 -10.0308  0.417
H 5.5475 -20.0147 -13.9570  0.407
C 4.7908 -9.7601 -6.7518  0.464
C 14.1462 -10.2487 -1.7850  -0.391
H -4.5724 -7.6401 -17.3864  0.297
O 14.0337 -13.6880 -8.2152  -0.322
H -2.7594 -6.9717 -14.3589  0.495
C 7.4024 -3.3449 -9.0399  -0.591
C -3.3649 -5.9525 -7.5121  -0.625
H 3.8820 -18.5128 -10.1062  0.327
N 16.8594 -13.7854 -7.9006  -0.199
H 1.6355 -14.9336 -8.2374  0.472
C 0.7908 -14.2866 -12.9505  -0.562
H 1.4696 -12.5355 -6.5671  0.392
H -2.5470 -17.7601 -5.5303  0.317
H 9.0703 -4.8512 -0.1363  0.372
H 3.2619 -13.3433 -13.1460  0.301
C 10.2758 -12.1491 -0.1843  -0.646
H 17.0931 -15.7800 -7.4176  0.485
H 9.3668 -11.5481 -0.2094  0.388
H 4.1091 -16.4275 -2.7838  0.323
H 1.5103 -7.2124 -14.1639  0.268
H -4.5977 -7.0684 -6.2353  0.443
H -0.3123 -20.1715 -2.4120  0.471
H 11.7799 -7.0725 1.9307  0.222
N -0.1233 -6.2824 -16.2893  -0.110
C 2.3135 -19.9435 -3.3048  -0.519
H 15.6115 -9.7987 1.1487  0.255
O 3.3492 -17.9066 -4.0764  -0.273
H 1.5063 -0.0151 -3.9162  0.310
C -1.5197 -19.6597 -4.1699  -0.505
O 1.0816 -1.3006 -2.4408  -0.316
H 3.4216 -18.4883 -2.0674  0.451
H 2.9660 -14.6164 -14.3597  0.348
O 0.2404 -13.5034 -7.7680  -0.342
C 0.2709 -14.7069 -9.8251  -0.356
H 7.1145 -1.3607 -10.9962  0.437
N 0.0486 -4.1055 -1.2188  -0.214
C 4.1165 -16.7566 -3.8230  -0.720
O -5.4222 -9.1039 -5.8718  -0.308
H 5.4404 1.1977 -10.4324  0.387
H -1.2037 -5.0326 -15.2244  0.388
H 9.5227 -13.0721 2.2504  0.311
H 6.0015 -20.4958 -11.5405  0.448
H -0.4273 -6.3926 -14.2175  0.231
C 19.6146 -12.5621 -5.5598  -0.729
O -4.7238 -4.5287 -6.2007  -0.256
H -3.0601 -8.7158 -6.6851  0.324
H -1.2321 -19.5443 -5.2149  0.333
H 5.1576 -17.0251 -4.0025  0.310
C 6.2816 -0.5284 -9.2936  -0.733
C 15.5456 -10.2171 0.1444  -0.778
C 12.5880 -13.5162 -8.0882  -0.775
H -2.8950 -6.2572 -8.4472  0.357
O 19.2607 -13.3909 -6.7004  -0.371
H 1.1931 -14.2491 -5.9826  0.254
H 12.0018 -9.9584 -0.4748  0.400
H 18.4283 -15.1047 -8.4334  0.387
H 0.0605 -5.8561 -0.0584  0.412
H 3.1565 -20.9007 -15.6032  0.403
H 3.0308 -6.7173 -6.0222  0.374
H 12.1358 -3.4008 -0.4794  0.245
O 1.8639 -8.4804 -15.7210  -0.300
C -2.0992 -7.0507 -15.2226  -0.803
H 5.2654 -3.2207 -9.5355  0.366
H 0.8637 -14.0577 -14.0137  0.474
H 7.1416 -2.6311 -0.1789  0.408
H -1.0215 -7.3867 -1.6094  0.374
H -3.4022 -5.2926 -1.2824  0.298
O -1.7781 -18.3406 -3.7388  -0.306
H -5.7968 -10.3902 -4.3809  0.275
N 1.0030 -19.1640 -3.6921  -0.135
H 8.5068 -3.1459 -2.0639  0.397
C 4.9039 -18.2652 -10.3934  -0.793
C 5.0170 -20.1291 -11.8307  -0.597
H 1.8178 -5.8951 -16.9861  0.427
C 9.0128 -2.7139 -1.2005  -0.688
C -0.8728 -6.3937 -2.0335  -0.597
C 3.4472 -18.8894 -3.0805  -0.664
C 14.8288 -13.0835 -9.2574  -0.419
H -1.1035 -19.7817 -14.2862  0.252
H 6.6662 1.6274 -9.2247  0.412
C 11.2989 -11.7924 -1.2998  -0.597
H 5.4891 -1.3595 -11.0103  0.370
H -3.8325 -18.0525 -4.4392  0.351
C 11.1904 -3.0006 -0.1131  -0.440
C 0.3309 -2.3324 -3.1987  -0.591
H 8.4847 -6.3092 2.9737  0.517
O 6.6911 -8.4230 -4.1577  -0.703
H -6.6978 -10.7462 -5.8582  0.368
C 17.8248 -14.9806 -7.5342  -0.676
H -0.7187 -19.9988 -16.0389  0.330
H 12.6463 -8.6981 -2.3915  0.384
H 0.9647 -18.2332 -3.3018  0.353
C -0.9842 -6.0936 -15.1056  -0.388
H 10.5635 -12.1221 3.2268  0.267
O 4.9339 -10.7361 -7.5940  -0.838
C -0.5080 -19.4344 -15.1305  -0.749
C -4.0854 -4.5540 -7.4747  -0.585
C -6.3576 -9.9447 -5.2025  -0.817
H 0.0337 -6.6536 -2.5801  0.477
C 12.8010 -9.7746 -2.3189  -0.725
H 7.3145 -2.9382 -8.0324  0.429
H 3.7344 -15.9132 -4.3982  0.209
C -5.7124 -3.5134 -6.1138  -0.794
H 10.8447 -3.6476 0.6931  0.097
H -3.5870 -8.9082 -16.5640  0.309
C 8.8090 0.9112 -10.4599  -0.453
C 0.5960 -14.6395 -8.3823  -0.802
H 16.4217 -9.9630 -0.4523  0.339
H 16.1750 -13.7386 -7.1593  0.373
H -6.4934 -3.7048 -6.8498  0.331
H 14.8357 -9.9560 -2.5769  0.409
H 8.5737 -2.6481 0.8895  0.379
H 4.4170 -19.3481 -3.2734  0.446
H 9.2825 -11.3215 2.2731  0.308
H 6.3995 -10.5517 -5.6173  0.389
O 10.3760 -3.2339 -1.2878  -0.336
H 8.9087 -4.5771 2.8925  0.320
H 12.0521 -13.9322 -8.9413  0.291
H 0.0665 -12.9539 -5.6907  0.250
H 1.0140 -3.0512 -3.6513  0.401
C 10.0350 -12.1102 2.2736  -0.777
H 0.6015 -12.5973 -9.9818  0.388
H -5.2260 -6.9901 -7.6756  0.380
C 3.1462 -19.8496 -15.3149  -0.635
H -3.4805 -6.9436 -1.7952  0.456
H 10.8709 -9.7710 -1.6596  0.425
C 8.8138 -5.5005 2.3212  -0.398
H -0.5073 -12.7479 -11.8894  0.398
H 12.3018 -12.4852 -7.8801  0.319
H -0.0085 -15.0230 -12.8675  0.331
C 18.7333 -14.6388 -6.3859  -0.570
H -5.3209 -2.5103 -6.2829  0.345
C 7.6855 -5.2595 1.3522  -0.817
H 9.0041 1.5837 -9.6245  0.316
H 10.6143 -2.8180 -8.6416  0.365
C 5.7200 -9.7262 -5.7694  -0.652
C -0.2325 -20.1067 -3.4971  -0.730
H -4.6453 -7.6367 -15.7726  0.338
O 1.9708 -14.8999 -12.5505  -0.217
H 0.9667 -19.0983 -4.6993  0.337
H 19.4554 -15.4548 -6.3585  0.378
H 1.7088 -18.0561 -15.7044  0.360
H 9.9891 -13.1892 -0.3393  0.396
H 2.4727 -20.6635 -4.1075  0.397
H 6.3298 -3.6173 -10.8396  0.388
H 16.7864 -13.5090 -10.0923  0.397
H 3.6519 -8.7907 -16.6781  0.334
H 11.2395 -1.9786 0.2626  0.330
H 0.1347 -15.5202 -7.9353  0.423
H 15.6303 -11.3037 0.1588  0.327
H -0.0384 -21.0648 -3.9792  0.371
C 8.1516 -3.0184 -0.0447  -0.607
H 4.0813 -14.8921 -13.0991  0.258
O 4.7826 -6.4447 -4.3292  -0.763
C 11.0651 -6.4823 2.5041  -0.743
H 7.2637 -6.2115 1.0299  0.435
H -0.6573 -18.3715 -15.3205  0.306
H 2.4411 -8.0775 -17.6535  0.308
O 14.3936 -9.6991 -0.4839  -0.280
H 7.0292 -0.7348 -8.5276  0.339
H 12.2525 -13.8686 -7.1128  0.266
H 14.3644 -13.1641 -10.2402  0.396
N 0.8578 -13.4432 -10.4705  -0.174
O -2.8846 -6.9026 -16.3981  -0.342
H -4.0962 -5.7376 -2.8010  0.207
C 3.7280 -7.5407 -6.0712  -0.620
C 2.0548 -0.6425 -3.2136  -0.705
H 9.7065 -4.3109 -8.0663  0.363
O 10.7948 -11.8175 1.1291  -0.267
C 2.0222 -7.1751 -15.1255  -0.370
C -0.6260 -5.4537 -0.8034  -0.666
H 5.5824 -18.8214 -9.7466  0.336
H 2.6118 0.0077 -2.5389  0.264
H 4.3937 -20.6427 -11.0987  0.446
H 20.0325 -11.5821 -5.7904  0.264
H 1.8540 -13.4912 -10.3108  0.430
C 9.6517 -3.2961 -8.4604  -0.907
H 12.4109 -10.1615 -3.2603  0.371
H 20.3205 -13.1650 -4.9885  0.340
H 14.9905 -12.0355 -9.0052  0.315
H -1.5515 -5.1378 -0.3220  0.322
C 6.4104 0.9242 -10.0173  -0.515
H -4.4605 -10.4955 -7.0075  0.416
H 14.1697 -11.3178 -1.5739  0.334
N 8.1211 -4.5667 0.0590  -0.107
H -2.6467 -6.0521 -6.6981  0.349
O 8.7282 -3.0612 -9.5286  -0.346
H 8.9172 -0.1360 -10.1776  0.141
H 1.3667 -19.5015 -16.6404  0.470
O 2.8391 -8.5595 -7.9055  -0.866
C 0.5234 -13.0963 -11.9556  -0.811
H -1.1702 -2.5363 -1.5655  0.430
C 6.2592 -3.0158 -9.9334  -0.734
N 6.2968 -1.5994 -10.4534  -0.197
H 7.4993 -4.8521 -0.6840  0.426
H 3.5557 -18.7429 -13.4102  0.300